(1)
ORCA calculation (ωB97M-V/def2-TZVPD) on a molecular structure, C46H48N8O2P2S2Zn.

CARTESIAN COORDINATES (ANGSTROEM)
Zn1 -0.701 -0.536 -0.070
C1 -3.310 -4.828 -1.935
C2 -3.896 -3.697 -1.170
N1 -5.021 -3.704 -0.537
N2 -5.102 -2.440 0.017
C3 -4.049 -1.652 -0.236
S1 -3.698 -0.103 0.264
N3 -3.267 -2.473 -0.996
N4 -2.041 -2.039 -1.478
H1 -4.019 -5.651 -1.950
H2 -2.381 -5.172 -1.477
H3 -3.095 -4.534 -2.964
H4 -5.927 -2.160 0.518
H5 -2.125 -1.721 -2.437
H6 -1.349 -2.772 -1.393
C4 3.622 4.674 0.783
C5 3.707 3.692 -0.407
C6 4.876 4.095 -1.314
C7 2.383 3.745 -1.163
C8 2.074 4.791 -2.023
C9 0.835 4.894 -2.638
C10 -0.128 3.931 -2.403
C11 0.143 2.858 -1.558
P1 -1.169 1.645 -1.164
C12 -1.929 1.349 -2.807
C13 -1.121 1.312 -3.946
C14 -1.655 1.003 -5.191
C15 -3.010 0.732 -5.319
C16 -3.826 0.774 -4.197
C17 -3.292 1.074 -2.949
C18 -2.314 2.656 -0.182
C19 -2.169 2.600 1.204
C20 -2.956 3.395 2.024
C21 -3.899 4.245 1.461
C22 -4.045 4.309 0.081
C23 -3.253 3.520 -0.743
C24 1.391 2.798 -0.941
O1 1.579 1.739 -0.086
C25 2.853 1.413 0.319
C26 2.981 0.172 0.947
C27 4.243 -0.207 1.393
C28 5.331 0.631 1.218
C29 5.159 1.865 0.612
C30 3.917 2.287 0.149
P2 1.470 -0.812 1.269
C31 2.008 -2.562 1.258
C32 2.851 -3.110 2.229
C33 3.277 -4.428 2.134
C34 2.854 -5.227 1.079
C35 1.986 -4.708 0.129
C36 1.566 -3.387 0.221
C37 1.174 -0.425 3.033
C38 0.760 -1.380 3.957
C39 0.530 -1.021 5.280
C40 0.696 0.294 5.689
C41 1.084 1.259 4.768
C42 1.320 0.902 3.449
H7 3.495 5.699 0.422
H8 4.535 4.629 1.383
H9 2.773 4.432 1.427
H10 4.727 5.093 -1.725
H11 4.994 3.394 -2.142
H12 5.811 4.132 -0.754
H13 2.809 5.565 -2.205
H14 0.625 5.727 -3.298
H15 -1.096 4.009 -2.882
H16 -0.067 1.543 -3.870
H17 -1.013 0.995 -6.064
H18 -3.430 0.504 -6.293
H19 -4.890 0.592 -4.292
H20 -3.944 1.110 -2.089
H21 -1.436 1.929 1.646
H22 -2.839 3.349 3.100
H23 -4.523 4.857 2.100
H24 -4.776 4.979 -0.357
H25 -3.372 3.580 -1.818
H26 4.388 -1.166 1.870
H27 6.311 0.330 1.571
H28 6.014 2.524 0.516
H29 3.157 -2.517 3.082
H30 3.939 -4.834 2.890
H31 3.191 -6.254 1.006
H32 1.636 -5.340 -0.680
H33 0.888 -2.979 -0.516
H34 0.626 -2.411 3.654
H35 0.228 -1.779 5.993
H36 0.533 0.567 6.725
H37 1.216 2.287 5.082
H38 1.633 1.662 2.740
N5 -3.635 -3.466 5.125
C43 -3.355 -3.317 3.830
N6 -4.072 -4.012 2.936
N7 -2.385 -2.480 3.516
C44 -1.898 -2.225 2.354
N8 -1.352 -1.929 1.366
H39 -4.358 -4.079 5.457
H40 -3.104 -2.931 5.790
H41 -4.831 -4.612 3.211
H42 -3.929 -3.870 1.952
C45 2.934 -1.007 -2.662
S2 1.218 -0.965 -3.144
C46 1.134 -2.553 -3.934
O2 0.432 -1.107 -1.847
H43 3.551 -0.956 -3.562
H44 3.131 -1.916 -2.092
H45 3.107 -0.124 -2.043
H46 1.867 -2.581 -4.743
H47 0.133 -2.667 -4.351
H48 1.349 -3.320 -3.188

Summary:
- net charge = +2

(2)
ORCA calculation (ωB97M-V/def2-TZVPD) on a molecular structure, C46H48N9PS4TeTl.

CARTESIAN COORDINATES (ANGSTROEM)
Tl1 0.679 0.658 -0.052
C1 -0.844 4.320 -5.789
C2 0.396 3.989 -5.045
N1 1.608 4.210 -5.452
N2 2.383 3.731 -4.432
C3 1.694 3.219 -3.406
S1 2.326 2.495 -2.025
N3 0.412 3.399 -3.798
N4 -0.677 3.037 -2.994
H1 -0.568 4.764 -6.741
H2 -1.458 5.038 -5.241
H3 -1.440 3.426 -5.976
H4 3.387 3.742 -4.501
H5 -1.498 3.525 -3.332
H6 -0.831 2.034 -3.073
C4 1.053 -6.153 -2.650
C5 0.758 -5.692 -1.373
C6 0.924 -4.351 -1.070
C7 1.399 -3.461 -2.033
C8 1.683 -3.926 -3.313
C9 1.506 -5.271 -3.619
P1 1.638 -1.735 -1.513
C10 2.017 -0.860 -3.081
C11 0.947 -0.414 -3.861
C12 1.165 0.244 -5.063
C13 2.465 0.478 -5.500
C14 3.534 0.055 -4.725
C15 3.312 -0.609 -3.523
C16 3.243 -1.745 -0.657
C17 4.133 -2.764 -0.867
C18 5.412 -2.769 -0.271
C19 5.778 -1.742 0.541
C20 4.878 -0.681 0.821
C21 5.276 0.348 1.710
C22 4.429 1.362 2.028
C23 3.134 1.383 1.462
C24 2.723 0.417 0.587
C25 3.587 -0.664 0.225
H7 0.916 -7.198 -2.893
H8 0.379 -6.373 -0.622
H9 0.671 -3.989 -0.078
H10 2.036 -3.244 -4.076
H11 1.724 -5.626 -4.618
H12 -0.071 -0.578 -3.529
H13 0.322 0.566 -5.663
H14 2.638 0.984 -6.442
H15 4.549 0.235 -5.055
H16 4.160 -0.924 -2.928
H17 3.863 -3.585 -1.521
H18 6.095 -3.585 -0.472
H19 6.762 -1.719 0.994
H20 6.271 0.305 2.138
H21 4.731 2.139 2.718
H22 2.463 2.180 1.742
S2 -3.313 -4.789 -1.861
C26 -3.067 -3.237 -1.380
S3 -1.959 -2.161 -2.167
C27 -2.246 -0.929 -0.992
N5 -3.123 -1.262 -0.103
N6 -3.613 -2.526 -0.346
C28 -4.615 -3.008 0.564
C29 -4.508 -2.686 1.909
C30 -5.472 -3.137 2.797
C31 -6.538 -3.904 2.343
C32 -6.641 -4.201 0.993
C33 -5.684 -3.752 0.094
S4 -1.607 0.705 -1.069
H23 -3.685 -2.072 2.239
H24 -5.393 -2.888 3.848
H25 -7.284 -4.266 3.038
H26 -7.478 -4.781 0.627
H27 -5.771 -3.977 -0.958
C34 -1.563 4.091 1.815
Te1 0.117 3.742 0.532
C35 1.204 4.359 2.264
C36 0.276 5.340 2.941
C37 0.749 6.341 3.780
C38 -0.140 7.201 4.408
C39 -1.505 7.062 4.199
C40 -1.982 6.064 3.362
C41 -1.095 5.199 2.731
H28 -1.811 3.182 2.365
H29 -2.425 4.377 1.215
H30 2.152 4.796 1.960
H31 1.392 3.495 2.900
H32 1.815 6.454 3.938
H33 0.234 7.987 5.051
H34 -2.199 7.738 4.681
H35 -3.047 5.962 3.192
C42 0.991 -1.878 2.452
N7 -0.392 -1.797 2.887
C43 -1.027 -3.072 3.194
C44 -1.074 -0.641 2.713
N8 -0.567 0.327 1.997
N9 -2.296 -0.530 3.342
C45 -3.202 0.524 2.916
C46 -2.396 -0.852 4.762
H36 1.452 -2.744 2.922
H37 1.540 -0.984 2.739
H38 1.067 -2.000 1.367
H39 -0.838 -3.779 2.382
H40 -2.100 -2.958 3.293
H41 -0.625 -3.492 4.117
H42 -1.146 1.155 2.063
H43 -3.195 0.617 1.833
H44 -2.953 1.489 3.380
H45 -4.213 0.259 3.226
H46 -1.569 -1.481 5.076
H47 -3.333 -1.373 4.971
H48 -2.372 0.065 5.359

Summary:
- net charge = +1
- energy relative to the best compared isomer or geometry (same formula, charge and spin) (eV) = 0.413

(3)
ORCA calculation (ωB97M-V/def2-TZVPD) on a molecular structure, C46H50Br60ClFN5OS2 at a distorted geometry.

CARTESIAN COORDINATES (ANGSTROEM)
C1 6.520 -0.951 1.427
C2 5.454 -0.557 2.138
C3 4.000 -0.612 2.899
N1 2.887 -0.031 2.084
C4 1.606 0.126 2.856
C5 1.414 1.576 3.551
C6 -0.197 1.895 3.713
S1 -1.204 0.393 4.185
C7 -3.024 0.688 3.768
S2 -3.611 2.224 4.302
N2 -3.846 -0.340 3.070
C8 -4.274 0.086 1.705
C9 -3.807 1.401 0.950
C10 -4.301 1.721 -0.519
C11 -5.292 0.761 -1.294
C12 -5.788 -0.560 -0.574
C13 -5.295 -0.868 0.898
C14 -3.104 -1.641 2.910
C15 -3.130 -2.733 4.060
C16 -2.395 -4.146 4.002
C17 -1.597 -4.523 2.687
C18 -1.564 -3.442 1.519
C19 -2.258 -2.024 1.589
C20 2.712 -0.698 0.776
N3 2.685 -2.148 0.497
Cl1 1.974 -3.077 1.758
C21 4.016 -2.684 0.035
C22 3.695 -4.079 -0.776
N4 4.038 -3.965 -2.257
N5 2.596 0.123 -0.308
C23 2.412 -0.354 -1.712
C24 1.145 -0.807 -2.270
C25 2.628 1.631 -0.115
C26 2.917 2.282 -1.588
O1 4.123 2.315 -2.023
F1 1.848 2.840 -2.402
H1 7.475 -1.459 0.997
H2 3.779 -1.663 3.343
H3 4.136 0.087 3.829
H4 1.463 -0.756 3.610
H5 0.736 0.009 2.081
H6 1.934 2.448 2.989
H7 1.812 1.518 4.645
H8 -0.303 2.648 4.604
H9 -0.597 2.383 2.743
H10 -3.078 2.143 1.439
H11 -3.935 2.666 -1.085
H12 -5.657 0.981 -2.372
H13 -6.496 -1.289 -1.138
H14 -5.676 -1.841 1.422
H15 -3.733 -2.513 5.037
H16 -2.440 -4.901 4.891
H17 -1.014 -5.500 2.505
H18 -0.957 -3.687 0.553
H19 -2.148 -1.287 0.690
H20 4.599 -2.982 1.007
H21 4.600 -1.921 -0.603
H22 2.541 -4.291 -0.749
H23 4.187 -5.005 -0.288
H24 3.619 -4.841 -2.662
H25 3.408 -3.197 -2.601
H26 3.369 -0.381 -2.381
H27 1.069 -1.259 -3.334
H28 0.179 -0.772 -1.615
H29 3.526 1.972 0.547
H30 1.630 2.030 0.299
C27 2.013 -7.929 -3.811
Br1 2.085 -6.261 -4.801
Br2 2.901 -7.783 -2.090
Br3 0.195 -8.588 -3.636
H31 2.566 -8.669 -4.392
C28 7.526 2.143 -0.704
Br4 7.770 2.838 -2.500
Br5 6.173 3.132 0.277
Br6 7.163 0.234 -0.713
H32 8.470 2.285 -0.175
C29 -6.966 -4.640 -1.912
Br7 -8.745 -5.389 -1.709
Br8 -6.589 -4.163 -3.757
Br9 -6.667 -3.146 -0.706
H33 -6.258 -5.422 -1.634
C30 6.724 6.472 -3.434
Br10 4.975 5.658 -3.208
Br11 7.060 6.964 -5.282
Br12 6.982 7.973 -2.229
H34 7.464 5.717 -3.165
C31 -6.841 0.176 5.829
Br13 -5.656 1.007 4.522
Br14 -5.941 -0.136 7.521
Br15 -8.502 1.173 6.069
H35 -7.115 -0.802 5.428
C32 -9.368 -3.359 3.543
Br16 -7.562 -3.948 3.138
Br17 -9.400 -1.533 4.201
Br18 -10.564 -3.602 2.034
H36 -9.738 -3.995 4.349
C33 -2.094 -0.067 9.004
Br19 -2.062 -1.907 9.623
Br20 -0.665 0.985 9.792
Br21 -2.084 0.041 7.064
H37 -3.035 0.367 9.343
C34 5.457 -0.654 6.746
Br22 6.542 0.376 5.507
Br23 6.347 -0.897 8.454
Br24 3.683 0.108 6.957
H38 5.329 -1.645 6.309
C35 5.698 -8.395 -5.915
Br25 6.129 -9.861 -4.717
Br26 4.138 -8.787 -7.003
Br27 5.510 -6.714 -4.961
H39 6.543 -8.282 -6.597
C36 7.992 3.970 -8.415
Br28 9.927 3.843 -8.508
Br29 7.128 2.805 -9.705
Br30 7.335 3.666 -6.614
H40 7.727 4.993 -8.682
C37 -11.732 -2.238 -3.153
Br31 -12.566 -3.423 -1.859
Br32 -9.946 -2.832 -3.629
Br33 -12.848 -1.979 -4.719
H41 -11.627 -1.265 -2.671
C38 1.392 -8.540 2.305
Br34 1.460 -6.872 1.312
Br35 2.288 -8.395 4.021
Br36 -0.426 -9.194 2.492
H42 1.939 -9.282 1.720
C39 -6.511 5.216 5.845
Br37 -6.232 5.826 4.020
Br38 -7.712 6.384 6.826
Br39 -7.100 3.362 5.902
H43 -5.542 5.260 6.346
C40 -14.823 -5.456 -6.764
Br40 -14.640 -3.803 -7.767
Br41 -13.952 -5.348 -5.032
Br42 -16.678 -6.004 -6.606
H44 -14.308 -6.232 -7.332
C41 6.739 11.879 -0.541
Br43 7.156 10.414 0.665
Br44 5.169 11.501 -1.619
Br45 6.578 13.567 0.404
H45 7.581 11.976 -1.227
C42 4.308 7.083 -8.924
Br46 6.244 6.960 -9.021
Br47 3.446 5.920 -10.218
Br48 3.654 6.771 -7.124
H46 4.041 8.108 -9.188
C43 -6.637 8.391 1.039
Br49 -4.836 7.789 0.634
Br50 -6.658 10.220 1.687
Br51 -7.837 8.143 -0.466
H47 -7.008 7.762 1.850
C44 -6.043 10.929 5.601
Br52 -5.534 11.101 7.467
Br53 -4.849 11.920 4.434
Br54 -6.201 9.069 5.065
H48 -7.033 11.376 5.498
C45 6.574 -2.718 -5.131
Br55 5.806 -3.954 -3.841
Br56 8.394 -3.204 -5.610
Br57 5.444 -2.517 -6.697
H49 6.623 -1.742 -4.645
C46 12.651 -2.271 -5.145
Br58 12.897 -1.559 -6.934
Br59 11.266 -1.318 -4.174
Br60 12.328 -4.186 -5.168
H50 13.586 -2.112 -4.607

Summary:
- net charge = +1
- energy relative to the best compared isomer or geometry (same formula, charge and spin) (eV) = 18.293

(4)
ORCA calculation (ωB97M-V/def2-TZVPD) on 6 unconnected molecules or ions with the total composition C46H50BrN6O10 at a distorted geometry.

CARTESIAN COORDINATES (ANGSTROEM)
C1 3.646 4.173 -2.487
C2 3.168 2.770 -2.233
C3 3.230 1.798 -3.198
C4 2.829 0.517 -2.920
C5 2.335 0.153 -1.692
C6 1.917 -1.287 -1.435
C7 1.407 -1.675 -0.042
C8 1.987 -3.041 0.291
C9 3.429 -2.907 0.729
C10 4.221 -4.207 0.738
Br1 4.085 -5.138 2.456
C11 -0.105 -1.873 -0.031
C12 -1.007 -0.678 -0.329
C13 -2.354 -1.081 -0.940
C14 -2.287 -1.845 -2.249
N1 -1.235 -1.363 -3.134
C15 2.269 1.131 -0.733
C16 2.686 2.419 -0.991
H1 3.009 4.886 -1.984
H2 4.639 4.277 -2.068
H3 3.662 4.392 -3.548
H4 3.627 2.066 -4.163
H5 2.917 -0.225 -3.695
H6 1.135 -1.527 -2.166
H7 2.783 -1.895 -1.683
H8 1.395 -3.419 1.117
H9 1.906 -3.707 -0.592
H10 3.964 -2.222 0.083
H11 3.436 -2.449 1.707
H12 5.265 -4.010 0.557
H13 3.831 -4.892 0.005
H14 -0.338 -2.172 0.989
H15 -0.396 -2.737 -0.670
H16 -1.224 -0.188 0.612
H17 -0.534 0.042 -0.978
H18 -2.968 -1.637 -0.239
H19 -2.905 -0.165 -1.153
H20 -2.188 -2.913 -2.104
H21 -3.260 -1.707 -2.739
H22 -1.260 -0.358 -3.223
H23 -1.302 -1.786 -4.045
H24 1.901 0.887 0.243
H25 2.618 3.158 -0.211
C17 3.067 3.538 5.594
C18 3.353 4.602 4.749
C19 3.884 4.367 3.491
C20 4.119 3.063 3.101
C21 3.845 1.991 3.926
C22 3.315 2.236 5.181
N2 4.665 2.797 1.760
O1 4.897 3.749 1.039
O2 4.834 1.641 1.450
H26 2.648 3.725 6.575
H27 3.160 5.617 5.069
H28 4.109 5.188 2.826
H29 4.036 0.981 3.594
H30 3.089 1.406 5.838
C23 -8.160 -1.986 -4.739
C24 -7.422 -2.667 -3.781
C25 -6.839 -1.977 -2.733
C26 -7.007 -0.609 -2.662
C27 -7.731 0.091 -3.607
C28 -8.312 -0.608 -4.653
N3 -6.391 0.116 -1.538
O3 -5.754 -0.536 -0.746
O4 -6.557 1.319 -1.481
H31 -8.618 -2.530 -5.555
H32 -7.297 -3.737 -3.847
H33 -6.261 -2.502 -1.986
H34 -7.843 1.162 -3.532
H35 -8.884 -0.076 -5.401
C29 -2.003 4.673 -2.738
C30 -2.703 5.869 -2.631
C31 -2.035 7.077 -2.728
C32 -0.669 7.066 -2.934
C33 0.044 5.888 -3.039
C34 -0.630 4.682 -2.940
N4 0.042 8.348 -3.055
O5 -0.608 9.370 -2.940
O6 1.237 8.317 -3.267
H36 -2.532 3.732 -2.660
H37 -3.768 5.858 -2.469
H38 -2.571 8.010 -2.643
H39 1.113 5.898 -3.194
H40 -0.080 3.752 -3.016
C35 7.361 -0.304 8.206
C36 6.095 0.102 7.808
C37 5.550 1.270 8.316
C38 6.288 2.015 9.214
C39 7.548 1.626 9.627
C40 8.084 0.455 9.117
N5 5.719 3.268 9.737
O7 4.603 3.576 9.374
O8 6.401 3.920 10.503
H41 7.786 -1.214 7.804
H42 5.532 -0.489 7.099
H43 4.566 1.588 8.008
H44 8.104 2.223 10.333
H45 9.069 0.137 9.428
C41 -4.911 -8.807 -3.779
C42 -6.229 -8.967 -4.187
C43 -7.209 -8.104 -3.727
C44 -6.847 -7.088 -2.863
C45 -5.542 -6.915 -2.440
C46 -4.569 -7.785 -2.904
N6 -7.878 -6.151 -2.387
O9 -9.020 -6.326 -2.759
O10 -7.516 -5.253 -1.656
H46 -4.148 -9.480 -4.144
H47 -6.493 -9.765 -4.868
H48 -8.236 -8.221 -4.040
H49 -5.284 -6.116 -1.762
H50 -3.544 -7.661 -2.585

Summary:
- net charge = -1

no.,HOMO-LUMO gap (eV),electronic energy (eV)
1,8.633,-153153.4289
2,7.520,-126503.0353
3,5.653,-4297430.4710
4,2.167,-147956.7500